# C3H10NO

A 2-piece molecular cluster, C3H10NO overall in a non-equilibrium geometry (ωB97M-V/def2-TZVPD, OMol25).

```
! RIJCOSX wB97M-V def2-TZVPD def2/J DEFGRID3
* xyz 1 1
C -0.8880 -2.5916 -0.7108
C -0.0147 -1.3672 -0.7960
C 0.1215 -0.4797 0.1751
N 0.7454 0.8261 -0.2086
H -1.8526 -2.3327 -0.3001
H -0.9868 -2.9661 -1.7254
H -0.4256 -3.4286 -0.1849
H 0.4880 -1.1706 -1.7378
H -0.0930 -0.4884 1.2294
H 1.0400 1.3544 0.6210
H 1.5244 0.8209 -0.8672
H 0.0993 1.5071 -0.6320
H -0.6763 3.3606 1.8555
H 0.7284 3.8670 1.7592
O 0.1900 3.0888 1.5225
*
```

The orbital gap comes out at 11.3 eV. For the HOMO energy, the calculation gives -14.64 eV. For the energy above the lowest of the compared OMol25 structures with the same formula, charge and spin, the calculation gives 17.0 kcal/mol.

***

# C34H38BrF5HgI2NO3Sb2

C34H38BrF5HgI2NO3Sb2 as an isolated structure (ωB97M-V/def2-TZVPD, OMol25).

```
! RIJCOSX wB97M-V def2-TZVPD def2/J DEFGRID3
* xyz -2 2
Hg 1.5599 -0.2352 0.7054
C 2.6911 -4.1046 0.8227
C 2.0680 -3.9264 2.0144
C 2.8719 -2.9816 2.7783
C 4.0116 -2.6122 2.0264
C 3.9269 -3.2804 0.8229
C 4.8529 -3.2010 -0.3402
C 5.0974 -1.6895 2.4942
C 2.5101 -2.4900 4.1352
C 0.8047 -4.5396 2.5291
C 2.2562 -4.9209 -0.3493
H 5.3629 -4.1584 -0.5029
H 5.6061 -2.4242 -0.2199
H 4.3010 -2.9719 -1.2560
H 5.7880 -1.4513 1.6867
H 5.6738 -2.1296 3.3151
H 4.6903 -0.7395 2.8456
H 2.5401 -3.3036 4.8699
H 1.4893 -2.0950 4.1381
H 3.1827 -1.7022 4.4712
H 0.2749 -5.0875 1.7491
H 0.1229 -3.7769 2.9177
H 1.0003 -5.2412 3.3471
H 3.0287 -5.6347 -0.6513
H 2.0560 -4.2828 -1.2149
H 1.3462 -5.4813 -0.1338
C -2.5290 -1.5322 -2.6383
Sb -2.0385 0.3004 -1.5912
C -3.9826 0.3859 -0.6443
C -2.7129 1.5073 -3.2975
C -2.4904 2.9790 -3.1430
C -3.5267 3.7620 -2.6319
C -3.3863 5.1226 -2.4176
C -2.1805 5.7338 -2.7342
C -1.1501 4.9714 -3.2588
C -1.2709 3.5949 -3.4717
C -0.1057 2.8429 -4.0318
Sb 1.2499 1.9485 -2.5152
C 1.5687 3.8274 -1.5479
C 2.9422 2.1459 -3.8336
H -3.2328 -1.3155 -3.4442
H -2.9871 -2.2315 -1.9366
H -1.6306 -1.9936 -3.0479
H -4.7437 0.0102 -1.3314
H -4.2101 1.4144 -0.3610
H -3.9739 -0.2300 0.2574
H -3.7779 1.2833 -3.3899
H -2.1997 1.0886 -4.1651
H -4.4644 3.2748 -2.3826
H -4.2065 5.6966 -2.0045
H -2.0408 6.7958 -2.5728
H -0.2103 5.4484 -3.5133
H 0.5331 3.5154 -4.6071
H -0.4102 2.0221 -4.6829
H 1.8832 4.5730 -2.2804
H 2.3411 3.6971 -0.7904
H 0.6441 4.1391 -1.0625
H 3.0081 3.1733 -4.1974
H 2.8269 1.4693 -4.6828
H 3.8597 1.8856 -3.3040
I 3.9277 0.4131 -0.2419
I 7.0263 0.9518 -1.3975
Br -5.2151 -2.1762 3.9087
C -3.9725 -2.7867 2.6142
C -4.2349 -3.9573 1.9233
N -3.4035 -4.4458 1.0040
C -2.2936 -3.7556 0.7487
C -1.9531 -2.5779 1.4018
C -2.8111 -2.0805 2.3686
C -0.6882 -1.8521 1.0538
O -0.1209 -1.2072 1.9932
O -0.2830 -1.9005 -0.1167
H -5.1441 -4.5142 2.1156
H -1.6317 -4.1451 -0.0156
H -2.5616 -1.1722 2.9016
F -2.3734 4.6849 4.2630
C -1.7450 3.9515 3.3147
C -2.2571 3.8598 2.0337
F -3.4002 4.5086 1.7344
C -1.6129 3.1148 1.0686
F -2.1707 3.0607 -0.1616
C -0.4033 2.4136 1.3013
O 0.1845 1.7419 0.3879
C 0.0710 2.5365 2.6294
F 1.1980 1.8782 2.9720
C -0.5745 3.2729 3.6015
F -0.0667 3.3386 4.8488
*
```

The orbital gap (alpha / beta) comes out at 5.5 / 5.5 eV. For the HOMO energy (alpha / beta), the calculation gives -2.11 / -2.11 eV. As for the expectation value of S²: 0.767. For the energy above the lowest of the compared OMol25 structures with the same formula, charge and spin, the calculation gives 14.9 kcal/mol.

***

# C5H12O2

The molecule C5H12O2 (ωB97M-V/def2-TZVPD, OMol25).

```
! RIJCOSX wB97M-V def2-TZVPD def2/J DEFGRID3
* xyz 0 1
C -0.5977 -2.1835 1.9366
C -1.4509 -1.8260 0.7240
O -0.7269 -1.1348 -0.2731
C -0.6256 0.2522 -0.0535
C 0.3909 0.7883 -1.0464
O 0.7920 2.0678 -0.6247
C 1.8307 2.5732 -1.4214
H -0.3346 -1.3062 2.5373
H 0.3293 -2.6652 1.6097
H -1.1384 -2.8828 2.5842
H -2.3321 -1.2398 1.0297
H -1.8145 -2.7411 0.2450
H -1.6055 0.7382 -0.1877
H -0.2699 0.4852 0.9607
H 1.2470 0.0953 -1.0679
H -0.0327 0.8262 -2.0636
H 1.5164 2.6931 -2.4701
H 2.7109 1.9106 -1.3999
H 2.1117 3.5493 -1.0190
*
```

The orbital gap comes out at 10.9 eV. For the HOMO energy, the calculation gives -9.76 eV. The SMILES is CCOCCOC. For the energy above the lowest of the compared OMol25 structures with the same formula, charge and spin, the calculation gives 37.8 kcal/mol.

***

# C4H11N2

An isolated ion of composition C4H11N2 and charge +1 in a non-equilibrium geometry (ωB97M-V/def2-TZVPD, OMol25).

```
! RIJCOSX wB97M-V def2-TZVPD def2/J DEFGRID3
* xyz 1 1
C 0.3665 -2.3355 -0.0478
C -0.0485 -1.2169 -1.0023
C 0.0195 0.2009 -0.4093
C -0.6680 0.4229 0.7186
N -0.5442 1.6701 1.5594
N 0.8103 1.0708 -1.0815
H 1.4518 -2.4490 -0.0849
H -0.0604 -3.2989 -0.3256
H 0.1852 -2.1403 1.0140
H -1.0754 -1.3162 -1.2961
H 0.5686 -1.1996 -1.8844
H -1.1600 -0.3373 1.2968
H -0.0616 1.3896 2.4090
H -0.0971 2.4403 1.0730
H -1.5011 1.9764 1.7760
H 0.8238 2.0709 -0.9907
H 1.4711 0.7419 -1.7624
*
```

The orbital gap comes out at 9.4 eV. For the HOMO energy, the calculation gives -13.05 eV. The SMILES is CC/C(N)=C/[NH3+]. For the energy above the lowest of the compared OMol25 structures with the same formula, charge and spin, the calculation gives 34.4 kcal/mol.